# 1
{"formula": "C25H32I2N3OSbTi", "method": "the ωB97M-V functional and the def2-TZVPD basis", "elements": ["Ti", "I", "C", "C", "C", "I", "C", "O", "C", "C", "N", "C", "C", "C", "C", "C", "C", "N", "C", "H", "H", "H", "H", "H", "H", "H", "H", "H", "H", "H", "C", "N", "C", "C", "C", "C", "C", "C", "C", "C", "H", "H", "H", "H", "H", "H", "H", "H", "H", "H", "H", "H", "C", "Sb", "C", "C", "H", "H", "H", "H", "H", "H", "H", "H", "H"], "xyz": [[0.03308, -0.69716, -0.16540], [-1.85415, 4.25188, -5.53102], [-1.12889, 2.70804, -4.34053], [0.23242, 2.43380, -4.31579], [0.71869, 1.41993, -3.50167], [2.76089, 1.02821, -3.45645], [-0.15488, 0.67608, -2.72153], [0.29170, -0.30387, -1.87809], [-1.52425, 0.92748, -2.77498], [-2.44772, 0.00872, -2.02631], [-2.06932, -0.14144, -0.59485], [-2.41658, 1.04140, 0.21514], [-1.98356, 0.76307, 1.62432], [-2.63907, 1.27086, 2.72885], [-2.17877, 0.94096, 3.99449], [-1.07755, 0.10508, 4.11308], [-0.47492, -0.36111, 2.96478], [-0.90962, -0.04090, 1.73633], [-2.00581, 1.94972, -3.57552], [0.91526, 3.01088, -4.92395], [-3.47713, 0.36467, -2.09922], [-2.40525, -0.98491, -2.47324], [-2.59195, -0.93228, -0.21728], [-1.88672, 1.90714, -0.19419], [-3.48486, 1.26046, 0.16763], [-3.50670, 1.90363, 2.59830], [-2.67833, 1.32085, 4.87575], [-0.69515, -0.18907, 5.07999], [0.38088, -1.01805, 3.02355], [-3.06992, 2.14560, -3.61937], [2.60045, -2.07515, -0.75018], [1.92746, -1.66359, 0.51872], [2.90236, -0.88084, 1.31236], [1.57565, -2.89242, 1.28310], [0.36497, -3.52459, 0.66861], [0.11427, -4.88223, 0.79393], [-1.01462, -5.43117, 0.20332], [-1.87543, -4.62434, -0.53021], [-1.61227, -3.27051, -0.66212], [-0.49592, -2.68506, -0.05126], [3.49196, -2.66113, -0.51644], [2.88599, -1.19251, -1.31840], [1.92509, -2.68171, -1.34910], [3.72278, -1.52815, 1.63243], [2.42694, -0.45946, 2.19841], [3.31852, -0.07945, 0.70762], [1.37774, -2.60840, 2.31882], [2.43510, -3.56806, 1.30682], [0.80297, -5.51453, 1.34151], [-1.21293, -6.49024, 0.29733], [-2.74297, -5.05383, -1.01307], [-2.29392, -2.69410, -1.27725], [1.05299, 2.74367, 2.37783], [1.29921, 2.08890, 0.36624], [3.35476, 2.58377, 0.10389], [0.33485, 3.70339, -0.63688], [1.38533, 3.77613, 2.47210], [1.64997, 2.12032, 3.04324], [0.00576, 2.67939, 2.67174], [3.42335, 3.56803, -0.35568], [3.84824, 1.86226, -0.54106], [3.83916, 2.60787, 1.07901], [0.93968, 4.60191, -0.52795], [-0.64107, 3.88574, -0.18760], [0.21179, 3.47043, -1.69266]], "orbital_gap_ha": 0.239, "e_above_lowest_kcal_mol": 0.08, "charge": 2, "homo_energy_ev": -13.458}

---

# 2
{"formula": "C5H5NO", "method": "the ωB97M-V functional and the def2-TZVPD basis", "elements": ["C", "C", "C", "N", "C", "C", "O", "H", "H", "H", "H", "H"], "xyz": [[-1.08635, -0.46429, -1.11816], [0.88752, 0.94692, -0.36734], [-0.50749, 0.48023, -0.09536], [-1.28991, 1.17478, 0.68069], [1.07601, -0.50101, 0.68509], [1.65205, -1.29420, 1.39310], [1.60394, 1.86874, -0.39212], [-0.80787, 1.84078, 1.28338], [-1.67457, -1.21345, -0.58817], [-1.73862, 0.10263, -1.78491], [-0.31616, -0.97015, -1.70154], [2.20145, -1.97098, 2.00533]], "orbital_gap_ha": [0.310, 0.310], "e_above_lowest_kcal_mol": 124.28, "homo_energy_ev": [-9.308, -9.309]}

---

# 3
{"formula": "C28H25F15GeNOS4SbSi2Ta", "method": "the ωB97M-V functional and the def2-TZVPD basis", "elements": ["Ta", "S", "Sb", "S", "S", "N", "C", "O", "C", "C", "H", "H", "H", "H", "H", "H", "F", "C", "C", "C", "F", "C", "F", "C", "F", "C", "F", "Ge", "S", "C", "C", "F", "C", "F", "C", "F", "C", "F", "C", "F", "C", "C", "F", "C", "F", "C", "F", "C", "F", "C", "F", "C", "Si", "C", "C", "C", "Si", "C", "C", "C", "H", "H", "H", "H", "H", "H", "H", "H", "H", "H", "H", "H", "H", "H", "H", "H", "H", "H", "H"], "xyz": [[0.04723, 1.16848, 0.76474], [-3.14701, 1.50284, -1.59091], [-2.87394, 0.03125, 0.04658], [-1.98848, 1.46712, 1.88567], [-0.23522, -0.83041, -0.51803], [1.43613, 0.19149, 4.85204], [1.30924, 0.52551, 3.56019], [0.46806, -0.03576, 2.84482], [2.20190, 1.57496, 2.97209], [2.17226, 1.35414, 1.46641], [0.78769, -0.46418, 5.25516], [2.06759, 0.68789, 5.45426], [3.19962, 1.52395, 3.42005], [1.78014, 2.55040, 3.24439], [2.66728, 0.40399, 1.22917], [2.74186, 2.12315, 0.94953], [2.29596, 7.27295, -1.00156], [2.35597, 6.68990, -2.20888], [1.89830, 5.39273, -2.38043], [2.01322, 4.85739, -3.65342], [1.62909, 3.60715, -3.91545], [2.54743, 5.57496, -4.70664], [2.65201, 5.03441, -5.91930], [2.99074, 6.86401, -4.49341], [3.51604, 7.55947, -5.49664], [2.89268, 7.43292, -3.23868], [3.32189, 8.67833, -3.03997], [1.38908, 4.37756, -0.78657], [0.54009, 2.41491, -1.24558], [3.05570, 4.50713, 0.26520], [4.18846, 3.99111, -0.35130], [4.09459, 3.42532, -1.56484], [5.43614, 3.97515, 0.23756], [6.49050, 3.46177, -0.39246], [5.57480, 4.48474, 1.51333], [6.75827, 4.46246, 2.11657], [4.47824, 5.01268, 2.16244], [4.61711, 5.50479, 3.39409], [3.24498, 5.02718, 1.53354], [2.25130, 5.60379, 2.22320], [-0.01236, 5.28602, 0.22424], [-0.79292, 6.35316, -0.17775], [-0.60284, 6.95320, -1.35761], [-1.81264, 6.84650, 0.61694], [-2.55141, 7.87892, 0.21666], [-2.07002, 6.25955, 1.83930], [-3.04028, 6.73726, 2.61180], [-1.32163, 5.17842, 2.26818], [-1.56732, 4.62244, 3.45210], [-0.32162, 4.71538, 1.44626], [0.41284, 3.66056, 1.89810], [2.01243, -1.75941, -2.60141], [1.61434, -3.04136, -1.32316], [3.20418, -3.77332, -0.69116], [0.55571, -4.34496, -2.11526], [0.78908, -2.22513, 0.18822], [-0.04049, -3.29509, 1.52131], [1.21254, -3.40307, 2.89262], [-0.39540, -5.03207, 0.96283], [-1.63054, -2.58213, 2.13078], [2.69841, -2.19097, -3.33850], [2.49178, -0.87741, -2.16412], [1.11854, -1.41739, -3.12727], [3.69274, -4.35719, -1.47950], [3.04244, -4.43978, 0.16310], [3.89627, -2.98326, -0.38368], [0.89718, -4.49828, -3.14463], [-0.49621, -4.04578, -2.15806], [0.61888, -5.30198, -1.59671], [1.61178, -1.72526, 0.71260], [2.15795, -3.80828, 2.51660], [0.86626, -4.05799, 3.69980], [1.40759, -2.41234, 3.31356], [0.51415, -5.57441, 0.68831], [-1.08235, -5.06393, 0.11432], [-0.86412, -5.57045, 1.79421], [-1.54995, -1.52611, 2.39738], [-1.92535, -3.13106, 3.03196], [-2.42390, -2.70715, 1.39348]], "orbital_gap_ha": [0.244, 0.265], "e_above_lowest_kcal_mol": 24.44, "homo_energy_ev": [-7.318, -8.050], "multiplicity": 2}

---

# 4
{"formula": "C29H33B2CaN12O2", "method": "the ωB97M-V functional and the def2-TZVPD basis", "elements": ["Ca", "C", "C", "C", "C", "C", "N", "N", "B", "N", "N", "C", "C", "C", "C", "C", "N", "N", "C", "C", "C", "C", "C", "H", "H", "H", "H", "H", "H", "H", "H", "H", "H", "H", "H", "H", "H", "H", "H", "H", "H", "H", "H", "H", "H", "O", "B", "O", "C", "C", "C", "C", "C", "C", "H", "H", "H", "H", "N", "N", "N", "C", "N", "N", "H", "H", "H", "N", "C", "C", "C", "C", "C", "C", "C", "H", "H", "H", "H"], "xyz": [[0.14428, 0.06519, -0.25229], [-2.25526, -1.63559, 1.86234], [-1.17089, -1.01669, 2.68495], [-0.93698, -1.07473, 4.06844], [0.21322, -0.33324, 4.27725], [0.93178, -0.05397, 5.55621], [0.62272, 0.13018, 3.08054], [-0.22097, -0.28980, 2.11004], [1.84444, 1.00822, 2.72669], [1.40622, 2.31258, 2.01315], [1.01753, 2.31798, 0.70948], [0.84160, 3.58699, 0.36572], [0.42867, 3.98315, -1.01378], [1.10909, 4.42472, 1.46164], [1.46653, 3.57323, 2.48631], [1.86213, 3.89706, 3.89080], [2.86102, 0.24172, 1.84999], [2.52735, -0.29872, 0.64454], [3.62745, -0.86789, 0.16337], [3.66373, -1.54769, -1.16503], [4.69063, -0.70293, 1.06928], [4.16104, 0.00808, 2.12560], [4.84072, 0.48800, 3.36677], [-2.96069, -2.17463, 2.49280], [-1.84667, -2.33906, 1.13414], [-2.81417, -0.87964, 1.30604], [-1.52210, -1.58678, 4.81554], [0.40565, -0.53392, 6.38039], [0.98697, 1.01633, 5.76208], [1.95356, -0.43701, 5.53386], [2.37112, 1.29827, 3.76350], [0.61854, 3.17660, -1.72332], [0.98675, 4.86557, -1.33273], [-0.63721, 4.20653, -1.07122], [1.05410, 5.50127, 1.49830], [1.75067, 4.96633, 4.06708], [2.90005, 3.62262, 4.08754], [1.24084, 3.36508, 4.61307], [2.70610, -1.45779, -1.67329], [3.88771, -2.61125, -1.06077], [4.43327, -1.10749, -1.80327], [5.70770, -1.04784, 0.96724], [5.85872, 0.10128, 3.39687], [4.32117, 0.15812, 4.26701], [4.89011, 1.57806, 3.39857], [0.45447, -2.34654, -3.04824], [0.24953, -2.28287, -1.60770], [0.27122, -3.65177, -1.18750], [0.48329, -4.44835, -2.27020], [0.58859, -5.82157, -2.33831], [0.81536, -6.38460, -3.59622], [0.92800, -5.59103, -4.72987], [0.81891, -4.20092, -4.65199], [0.59682, -3.65266, -3.40560], [0.49794, -6.43037, -1.44758], [0.90452, -7.46036, -3.68791], [1.10430, -6.05814, -5.69157], [0.90584, -3.57126, -5.52876], [-5.58984, 0.35513, -3.22815], [-4.51196, -0.50127, -3.01198], [-3.61103, -0.73348, -3.93277], [-2.75943, -1.49802, -3.25518], [-3.15612, -1.71015, -1.99219], [-4.28873, -1.05997, -1.85366], [-5.92378, 0.17347, -4.16779], [-6.30840, 0.08045, -2.56727], [-1.84005, -1.88197, -3.66476], [-6.03431, 4.44188, -2.88286], [-5.13154, 3.82134, -2.52425], [-4.01309, 3.04716, -2.08472], [-3.87032, 2.71284, -0.73734], [-2.79871, 1.92205, -0.34154], [-1.82215, 1.41645, -1.22085], [-2.01958, 1.79309, -2.56317], [-3.07082, 2.58205, -3.00484], [-4.59818, 3.06981, -0.01800], [-2.72961, 1.69927, 0.72445], [-1.32544, 1.44702, -3.32873], [-3.18395, 2.82678, -4.05432]], "orbital_gap_ha": 0.254, "e_above_lowest_kcal_mol": 5.12, "charge": -1, "homo_energy_ev": -4.515}

---

# 5
{"formula": "C24H24N5PPdS2", "method": "the ωB97M-V functional and the def2-TZVPD basis", "elements": ["Pd", "N", "N", "C", "N", "S", "H", "H", "H", "H", "H", "S", "C", "C", "C", "C", "C", "N", "H", "H", "H", "H", "N", "P", "C", "C", "C", "C", "C", "C", "C", "C", "C", "C", "C", "C", "C", "C", "C", "C", "C", "C", "H", "H", "H", "H", "H", "H", "H", "H", "H", "H", "H", "H", "H", "H", "H"], "xyz": [[1.28979, -1.31590, -0.41176], [2.61436, -3.10635, 2.14224], [3.11061, -1.77676, 2.33412], [4.02576, -1.27507, 1.48520], [4.08386, 0.09833, 1.51612], [4.97341, -2.22015, 0.47508], [1.68902, -2.95595, 1.72044], [3.15983, -3.47810, 1.36013], [2.34469, -1.10582, 2.45828], [3.11493, 0.45943, 1.42815], [4.68494, 0.42766, 0.77583], [0.91087, -2.57018, -2.36247], [-0.27123, -3.80120, -2.15585], [-0.57400, -4.65539, -3.25664], [-1.51591, -5.64249, -3.13891], [-2.18757, -5.81000, -1.92139], [-1.84132, -4.94142, -0.90171], [-0.93349, -3.97375, -0.98773], [-0.03533, -4.49864, -4.18206], [-1.73604, -6.28811, -3.98427], [-2.93709, -6.57722, -1.77327], [-2.33441, -5.02826, 0.06632], [1.23711, 0.03667, 1.25785], [0.21823, 0.98815, 0.59934], [-1.53510, 0.47223, 0.28671], [-2.59907, 1.37169, 0.22586], [-3.89153, 0.93291, -0.03256], [-4.13815, -0.42081, -0.22361], [-3.08857, -1.32703, -0.14825], [-1.79713, -0.88467, 0.10489], [0.66018, 1.95667, -0.92346], [-0.07806, 3.04429, -1.38267], [0.29823, 3.73151, -2.53043], [1.43675, 3.34596, -3.22592], [2.19125, 2.27530, -2.76407], [1.80215, 1.58418, -1.62454], [-0.06520, 2.41832, 1.77273], [0.72732, 3.56364, 1.73174], [0.64315, 4.53524, 2.72112], [-0.23922, 4.37673, 3.78044], [-1.02593, 3.23372, 3.84540], [-0.93432, 2.26781, 2.85355], [-2.43036, 2.42851, 0.40157], [-4.70440, 1.64945, -0.08443], [-5.14477, -0.76565, -0.43546], [-3.26020, -2.38490, -0.30817], [-0.96065, -1.58819, 0.11789], [-0.95714, 3.37235, -0.83988], [-0.29934, 4.56635, -2.88000], [1.72979, 3.87331, -4.12712], [3.07752, 1.95964, -3.30226], [2.35449, 0.71141, -1.27902], [1.42678, 3.69424, 0.91397], [1.27189, 5.41701, 2.66582], [-0.30808, 5.13357, 4.55368], [-1.70995, 3.09250, 4.67499], [-1.54335, 1.37325, 2.91841]], "orbital_gap_ha": 0.172, "e_above_lowest_kcal_mol": 0.00, "charge": -2, "homo_energy_ev": -0.073}

---

# 6
{"formula": "CHN3O", "method": "the ωB97M-V functional and the def2-TZVPD basis", "elements": ["O", "C", "N", "N", "N", "H"], "xyz": [[0.54465, 0.71925, -0.59680], [-0.33979, 0.49568, 0.55903], [-0.22929, -0.66664, 1.03445], [0.88218, -1.29825, 0.05752], [1.19137, -0.43784, -0.75446], [-0.92180, 1.39667, 0.77440]], "orbital_gap_ha": 0.465, "e_above_lowest_kcal_mol": 90.33, "homo_energy_ev": -11.745, "smiles": "c1nnno1"}

---

no.,energy (eV)
1,-78803.950
2,-8798.030
3,-197445.994
4,-72381.716
5,-67167.352
6,-7567.856